[1]
The following is a quantum chemistry calculation of HNdO2P as an isolated structure, from the OMol25 dataset.

Its spin multiplicity is 5. Its gap between HOMO and LUMO (alpha / beta) is 5.37 / 8.74 eV. As for the expectation value of S²: 6.004. Its total energy is -28656.221 eV. The charge is +2.

Each line ends with the natural charge from an NBO analysis.
Positions of all 5 atoms, in Å:
P: 0.6236 -0.9755 1.0103  1.707
O: 0.8012 -1.1983 -0.5314  -1.121
Nd: 0.4256 1.0497 -1.3782  1.925
O: -0.1550 0.4565 1.0012  -1.212
H: -0.9676 0.9711 2.4077  0.701

Forces on atoms 1 to 3 (eV/Å):
P -0.1066 -0.8560 -2.4770
O -0.2469 1.2552 3.2138
Nd -0.0392 0.0162 -0.6631



[2]
The following is a quantum chemistry calculation of one molecule with the formula HO3PS2, from the OMol25 dataset.

Its spin multiplicity is 1. Its gap between HOMO and LUMO (alpha / beta) is 6.09 / 6.09 eV. For the energy above the lowest of the compared OMol25 structures with the same formula, charge and spin, the calculation gives 1.633 eV. Its total energy is -37117.507 eV. The charge is 0.

Each line ends with the natural charge from an NBO analysis.
Positions of all 7 atoms, in Å:
O: -2.3578 0.3570 1.0225  -0.905
O: -1.5700 2.3578 -0.7549  -1.075
O: -0.1286 0.2493 -0.6111  -1.022
P: -0.8107 1.5267 0.1758  1.576
S: -3.8129 0.2482 0.6479  1.051
S: -3.9312 -1.0572 -0.7410  -0.121
H: -0.1695 -0.5621 -0.1676  0.495

Forces on atoms 1 to 3 (eV/Å):
O -2.1009 -0.2064 0.9304
O -0.2792 0.0355 -0.6573
O -0.4985 2.2268 -1.3182



[3]
The following is a quantum chemistry calculation of a 2-piece molecular cluster, HO3S3 overall, from the OMol25 dataset.

Its spin multiplicity is 1. Its gap between HOMO and LUMO (alpha / beta) is 6.07 / 6.07 eV. For the energy above the lowest of the compared OMol25 structures with the same formula, charge and spin, the calculation gives 1.101 eV. Its total energy is -38665.417 eV. The charge is -1.

Each line ends with the natural charge from an NBO analysis.
Positions of all 7 atoms, in Å:
O: 0.4877 0.6080 -0.2590  -0.890
O: -3.3436 -1.4661 -2.3381  -0.903
O: -2.7189 -2.2740 -0.1312  -0.911
S: -0.6026 0.6105 -1.5906  0.264
S: -1.6996 2.2216 -1.3145  -0.625
S: -3.0336 -1.1149 -0.9528  1.609
H: 1.1901 0.0604 -0.5488  0.455

Forces on atoms 1 to 3 (eV/Å):
O -1.2461 0.7651 0.4630
O 0.0556 0.5019 0.9541
O -0.0744 0.5784 0.0066



[4]
The following is a quantum chemistry calculation of HfI as an isolated structure, from the OMol25 dataset.

Its spin multiplicity is 1. Its gap between HOMO and LUMO is 3.82 eV. For the energy above the lowest of the compared OMol25 structures with the same formula, charge and spin, the calculation gives 3.092 eV. Its total energy is -9360.169 eV. The charge is +3.

Each line ends with the natural charge from an NBO analysis.
Positions of all 2 atoms, in Å:
Hf: 0.4908 -0.5520 -1.9089  1.947
I: -0.4908 0.5520 1.9089  1.053

Forces on the atoms, in the same order (eV/Å):
Hf 0.2060 -0.2315 -0.8026
I -0.2060 0.2315 0.8026